64
Properties=species:S:1:pos:R:3:forces:R:3 method="wB97M-V/def2-TZVPD" homo_ev=-6.87 lumo_energy_ev=-1.9 orbital_gap_ha=0.184 de_lowest_kcal_mol=4.2 spin_multiplicity=1
C -2.902 -2.942 -5.791 -0.451 -0.417 -0.118
C -1.801 -2.023 -5.241 0.099 0.232 -0.332
C -2.097 -1.995 -3.771 -0.532 -0.555 0.713
C -3.238 -2.806 -3.533 0.461 0.197 -0.126
O -3.774 -3.337 -4.661 0.810 0.684 0.417
C -3.687 -3.083 -2.229 -0.130 -0.429 -1.235
C -2.975 -2.550 -1.189 -0.123 1.035 0.334
C -1.962 -1.546 -1.386 -0.344 -0.967 -0.132
C -1.508 -0.780 -0.276 -0.885 -0.145 -0.331
C -2.342 -0.556 0.851 -0.309 -0.075 -0.277
C -1.750 -0.350 2.119 0.235 0.175 0.420
C -2.539 -0.258 3.238 -0.734 -0.264 -0.358
C -3.933 -0.472 3.140 0.395 -0.084 0.302
O -4.569 -0.499 4.340 1.125 0.211 -0.562
C -3.542 -0.220 5.382 -0.427 -0.016 0.084
C -2.188 -0.043 4.675 0.357 0.042 0.295
C -4.563 -0.655 1.895 -0.223 0.241 0.832
C -3.780 -0.597 0.775 0.515 -0.633 -0.444
C -1.464 -1.375 -2.714 -0.067 0.199 -0.036
H -3.540 -2.465 -6.545 0.122 -0.101 0.320
H -2.505 -3.872 -6.220 -0.124 0.249 0.197
H -0.808 -2.438 -5.460 -0.205 0.198 0.119
H -1.865 -1.024 -5.693 0.101 -0.236 0.137
H -4.556 -3.724 -2.104 0.342 -0.069 0.161
H -3.224 -2.861 -0.177 0.053 0.210 -0.182
H -0.511 -0.338 -0.296 0.091 0.138 0.248
H -0.668 -0.327 2.214 -0.241 0.024 -0.093
H -3.866 0.689 5.904 0.029 -0.304 -0.168
H -3.545 -1.063 6.087 -0.150 0.243 -0.316
H -1.447 -0.779 5.021 -0.191 0.310 -0.062
H -1.777 0.966 4.837 -0.059 -0.398 -0.085
H -5.635 -0.829 1.863 0.125 0.255 -0.139
H -4.260 -0.628 -0.204 0.200 -0.007 0.257
H -0.619 -0.712 -2.891 -0.094 -0.031 0.173
F 1.733 -0.781 1.400 0.853 -0.783 0.518
C 1.235 0.306 0.768 -0.131 1.615 -0.821
S 0.956 1.735 1.883 -0.048 -0.523 -0.678
C 1.977 3.214 1.770 0.067 0.465 0.121
C 1.544 4.240 0.929 0.063 -0.033 0.122
C 2.250 5.437 0.869 -0.125 -0.096 0.119
C 3.382 5.626 1.667 -0.043 -0.372 -0.002
C 3.807 4.598 2.520 -0.191 0.093 -0.022
C 3.089 3.400 2.597 -0.156 -0.178 -0.306
O -0.371 2.183 1.471 0.560 0.163 0.307
O 1.156 1.228 3.230 -0.262 -0.159 -0.074
S 2.053 0.704 -0.791 0.192 0.795 0.920
C 3.499 -0.293 -1.079 0.242 -0.472 -0.205
C 4.781 0.273 -1.043 -0.311 -0.220 0.176
C 5.881 -0.522 -1.375 -0.157 -0.095 -0.036
C 5.698 -1.853 -1.762 -0.202 0.071 0.123
C 4.409 -2.391 -1.822 -0.059 -0.038 0.009
C 3.304 -1.614 -1.490 0.260 0.269 0.199
O 1.147 0.378 -1.885 0.113 -0.065 0.302
O 2.548 2.068 -0.680 -0.411 -0.183 -0.635
H 0.632 4.097 0.354 0.285 0.008 0.032
H 1.880 6.220 0.205 0.231 -0.137 0.243
H 3.921 6.574 1.630 -0.085 -0.289 0.016
H 4.688 4.735 3.150 -0.299 -0.004 -0.175
H 3.365 2.614 3.302 0.000 0.222 -0.248
H 4.904 1.319 -0.763 -0.104 -0.297 -0.043
H 6.883 -0.095 -1.329 -0.276 -0.125 -0.048
H 6.558 -2.479 -2.008 -0.248 0.226 0.042
H 4.241 -3.424 -2.129 0.196 0.228 0.054
H 2.289 -2.003 -1.547 0.275 0.001 -0.023


79
Properties=species:S:1:pos:R:3:forces:R:3 method="wB97M-V/def2-TZVPD" homo_ev=-1.97 lumo_energy_ev=3.1 orbital_gap_ha=0.188 de_lowest_kcal_mol=74.3 charge=-2 spin_multiplicity=1
Sr 0.101 -0.094 0.480 3.866 1.172 -0.927
O 2.575 -3.769 1.592 -0.076 0.347 0.182
C 2.304 -4.568 0.556 -0.141 -0.157 -0.359
C 2.590 -5.932 0.649 0.076 0.071 0.169
C 2.345 -6.778 -0.413 0.007 -0.010 0.070
C 1.802 -6.281 -1.588 -0.025 -0.144 -0.186
C 1.502 -4.938 -1.688 0.033 -0.071 0.050
C 1.739 -4.066 -0.632 0.070 -0.165 0.294
C 1.416 -2.624 -0.742 -0.349 0.372 -1.512
O 1.709 -1.834 0.209 1.020 -0.441 0.685
N 0.880 -2.250 -1.885 0.167 -1.833 -0.671
N 0.601 -0.939 -1.970 -0.011 1.274 0.239
C 0.506 -0.389 -3.124 0.259 -1.114 0.062
C 0.234 1.002 -3.318 -0.183 0.735 0.251
C 0.286 1.561 -4.599 0.033 -0.161 0.219
C 0.035 2.897 -4.820 -0.010 0.178 -0.293
C -0.308 3.711 -3.738 0.025 0.020 -0.019
C -0.355 3.203 -2.466 0.013 -0.089 0.170
C -0.066 1.836 -2.185 0.048 0.184 -0.511
O -0.066 1.393 -0.997 -0.684 2.339 -2.175
H 2.252 -2.851 1.299 0.153 -0.137 0.018
H 3.001 -6.307 1.576 0.058 -0.008 0.106
H 2.573 -7.832 -0.323 0.021 -0.062 0.026
H 1.615 -6.940 -2.422 -0.037 -0.079 -0.086
H 1.078 -4.529 -2.591 -0.046 0.084 -0.060
H 0.658 -0.999 -4.029 0.036 -0.056 0.111
H 0.547 0.919 -5.432 0.009 -0.116 -0.094
H 0.106 3.318 -5.815 -0.046 -0.038 -0.062
H -0.544 4.754 -3.913 0.010 0.092 0.028
H -0.614 3.819 -1.615 -0.078 0.091 0.026
S 5.113 5.981 3.204 -0.775 -0.922 -0.506
N 5.437 4.701 2.239 -0.006 -0.051 -0.017
C 4.297 4.060 2.004 0.512 0.980 0.529
C 4.141 2.889 1.195 -0.453 -0.822 -0.484
C 5.201 2.279 0.514 -0.261 -0.016 0.098
C 4.946 1.145 -0.222 -0.033 0.113 0.045
C 3.639 0.641 -0.251 0.385 -0.083 -0.181
N 2.632 1.215 0.362 -0.235 0.027 0.325
C 2.845 2.325 1.070 1.245 0.168 -0.200
C 1.696 2.978 1.679 -0.426 0.976 0.610
N 0.494 2.486 1.399 0.538 -0.344 0.188
C -0.581 3.067 1.869 -0.162 0.433 0.239
C -0.522 4.175 2.726 0.088 0.036 -0.057
C 0.706 4.713 3.035 0.150 -0.130 -0.168
C 1.856 4.134 2.481 -0.770 -0.557 -0.292
C 3.173 4.671 2.645 0.818 0.589 0.330
N 3.500 5.751 3.343 -0.011 0.039 0.056
H 6.187 2.717 0.586 0.050 -0.031 -0.015
H 5.736 0.648 -0.768 -0.013 -0.055 -0.015
H 3.399 -0.265 -0.792 -0.015 -0.088 -0.030
H -1.532 2.675 1.527 -0.143 0.021 0.087
H -1.434 4.605 3.115 -0.077 0.002 -0.011
H 0.812 5.584 3.668 -0.036 0.020 0.030
O 1.500 -1.364 3.027 -0.692 0.575 -0.262
P -0.132 -1.290 3.134 0.855 -1.299 2.688
O -0.550 -1.725 4.482 -0.079 -0.057 -0.245
O -0.514 0.049 2.611 -0.632 0.370 1.744
O -0.496 -2.461 2.017 -0.247 1.331 0.139
P -1.880 -2.226 1.205 -1.617 -2.275 -0.870
O -1.836 -3.549 0.252 -0.247 0.375 0.826
O -3.064 -2.319 2.098 0.273 -0.064 0.236
O -1.788 -1.046 0.292 -2.384 -1.251 -0.251
H 1.751 -2.219 3.373 0.329 -0.465 0.177
H -1.238 -3.337 -0.464 0.357 -0.073 -0.634
C -5.493 -0.819 0.877 -0.018 -0.125 0.198
N -4.914 0.474 0.638 0.169 -0.212 -0.070
C -5.385 1.389 -0.359 0.215 0.422 -0.019
C -4.403 2.580 -0.150 -0.829 -0.369 -0.268
O -4.473 3.618 -0.780 0.028 0.169 -0.107
N -3.567 2.259 0.852 0.927 0.273 0.501
C -3.868 1.037 1.288 -0.883 0.340 -0.032
N -3.324 0.485 2.368 0.105 -0.118 0.049
H -6.304 -0.756 1.617 0.018 -0.088 -0.067
H -4.729 -1.518 1.228 -0.190 0.042 -0.010
H -5.901 -1.200 -0.058 -0.014 -0.024 -0.034
H -6.421 1.710 -0.186 0.131 -0.022 -0.010
H -5.299 0.990 -1.372 0.012 -0.025 -0.033
H -2.386 0.792 2.606 -0.067 0.086 0.000
H -3.385 -0.532 2.446 -0.107 -0.098 0.041


86
Properties=species:S:1:pos:R:3:forces:R:3 method="wB97M-V/def2-TZVPD" homo_ev="-13.92 / -13.92" lumo_energy_ev="-5.5 / -8.1" orbital_gap_ha="0.310 / 0.214" de_lowest_kcal_mol=0.0 charge=+2 spin_multiplicity=2
Ir 0.556 1.814 -0.124 -0.208 -0.818 -0.273
C -3.273 2.647 -1.865 0.028 -0.017 -0.035
C -2.097 2.235 -1.057 0.147 -0.061 -0.124
N -0.898 2.091 -1.526 -0.554 0.400 -0.021
O -0.702 2.477 -2.801 0.119 -0.184 0.079
B 0.529 3.298 -3.016 -0.088 0.175 0.110
F 0.256 4.229 -3.948 -0.064 0.173 -0.114
F 1.584 2.473 -3.404 0.136 -0.175 0.093
O 0.920 4.112 -1.761 -0.193 0.061 -0.037
N 1.190 3.584 -0.570 0.348 0.167 0.027
C 2.022 4.171 0.226 0.046 -0.062 -0.042
C 2.695 5.455 -0.096 0.003 0.012 0.003
C 2.187 3.469 1.508 0.003 -0.053 -0.093
N 1.620 2.309 1.538 0.014 0.168 0.333
O 1.470 1.753 2.753 -0.023 -0.087 -0.098
B 0.146 1.061 2.896 -0.092 0.028 -0.077
F -0.112 0.924 4.216 0.014 0.016 0.153
F 0.193 -0.147 2.205 0.005 -0.124 -0.056
O -1.005 1.900 2.326 0.098 0.086 0.130
N -1.069 2.038 0.996 -0.177 0.071 -0.047
C -2.212 2.041 0.402 0.052 -0.009 0.000
C -3.512 1.911 1.105 -0.023 0.036 -0.029
C 2.821 4.101 2.693 0.020 0.035 -0.018
H -2.963 3.063 -2.818 0.026 0.007 0.003
H -3.866 3.379 -1.318 -0.007 0.011 -0.005
H -3.911 1.781 -2.054 -0.016 -0.019 0.004
H 2.349 5.845 -1.047 -0.002 -0.003 0.008
H 3.775 5.302 -0.137 0.011 0.002 0.007
H 2.498 6.184 0.691 -0.004 0.017 -0.004
H -3.356 1.593 2.131 -0.002 -0.005 0.007
H -4.150 1.200 0.580 0.002 0.002 -0.006
H -4.034 2.871 1.112 0.008 -0.004 0.024
H 3.657 4.729 2.388 -0.011 0.000 0.006
H 3.161 3.344 3.392 0.001 -0.007 0.009
H 2.093 4.733 3.208 -0.004 -0.009 0.006
N 4.148 1.577 -4.098 0.070 0.009 0.016
C 4.861 0.900 -3.202 0.044 0.009 -0.104
N 6.080 0.469 -3.520 0.047 -0.026 0.015
N 4.442 0.609 -1.968 -0.042 -0.141 0.088
C 3.275 0.926 -1.544 0.178 0.169 0.005
N 2.256 1.175 -1.052 -0.283 -0.068 -0.100
H 4.533 1.800 -5.000 -0.020 -0.011 0.002
H 3.240 1.960 -3.863 -0.028 0.005 -0.020
H 6.504 0.655 -4.411 0.005 -0.003 -0.007
H 6.603 -0.040 -2.827 -0.018 0.025 -0.037
F -3.755 -1.484 -6.950 0.054 0.012 0.053
C -2.802 -1.313 -6.056 -0.004 -0.018 -0.054
C -3.136 -0.948 -4.756 0.011 -0.001 0.005
F -4.407 -0.778 -4.416 -0.010 0.001 0.003
C -2.132 -0.763 -3.834 -0.023 -0.010 -0.037
F -2.463 -0.428 -2.579 -0.017 0.018 -0.011
C -0.791 -0.949 -4.158 0.023 0.004 -0.048
S 0.470 -0.608 -3.006 0.049 -0.040 -0.016
C -0.482 -1.332 -5.462 0.034 -0.019 -0.031
F 0.779 -1.524 -5.825 -0.039 0.015 0.022
C -1.475 -1.503 -6.412 -0.028 -0.018 -0.077
F -1.166 -1.855 -7.651 -0.027 0.030 0.106
Cl -1.358 -1.652 4.898 -0.062 -0.003 0.030
C -2.084 -3.210 5.032 0.058 0.062 0.080
C -2.715 -3.579 6.207 -0.030 -0.037 0.008
C -3.355 -4.807 6.292 0.023 0.046 0.003
C -3.387 -5.674 5.210 0.022 0.008 -0.050
C -2.751 -5.308 4.040 -0.015 0.004 0.016
Cl -2.777 -6.357 2.667 0.009 0.028 0.014
C -2.074 -4.088 3.946 -0.046 -0.063 0.023
N -1.473 -3.742 2.716 0.144 -0.013 -0.048
C -0.192 -3.405 2.510 -0.038 -0.031 0.037
C 0.770 -3.561 3.551 -0.014 0.004 -0.058
C 2.087 -3.302 3.304 -0.027 -0.005 0.004
C 2.485 -2.893 2.026 -0.004 0.009 0.000
C 1.550 -2.722 1.001 0.051 0.067 0.001
C 0.214 -2.940 1.215 0.043 -0.031 0.036
C -0.802 -2.673 0.134 -0.154 -0.027 -0.011
C -0.383 -1.492 -0.705 0.175 0.025 -0.354
O 0.113 -1.870 -1.885 -0.058 0.107 0.142
O -0.487 -0.350 -0.326 0.336 0.125 0.367
H -2.714 -2.893 7.042 -0.002 0.013 0.014
H -3.846 -5.088 7.213 -0.008 -0.001 0.014
H -3.895 -6.625 5.269 -0.005 -0.015 -0.003
H -2.056 -3.893 1.903 -0.030 0.009 -0.049
H 0.445 -3.932 4.512 -0.007 -0.013 0.030
H 2.822 -3.437 4.084 0.002 -0.006 0.012
H 3.531 -2.703 1.825 0.018 0.001 -0.001
H 1.893 -2.382 0.031 0.001 -0.018 0.025
H -1.767 -2.390 0.559 0.037 -0.003 0.006
H -0.936 -3.548 -0.506 -0.005 -0.013 0.016